No. 1
Density functional theory data (wB97M-V/def2-TZVPD) for a cluster of 14 separate species, C14H17BCl39N2S in total.

XYZ file:
```
74
C14H17BCl39N2S (wB97M-V/def2-TZVPD)
N -1.19788 -1.46611 0.14416
B -0.29104 -1.48084 -1.08084
N 0.20885 0.04887 -1.41278
C 1.38147 0.13120 -1.55017
S 2.96844 0.05899 -1.91504
H -2.06887 -0.97366 0.00371
H -1.36943 -2.40418 0.47106
H 0.71327 -2.14407 -0.87987
H -0.80062 -1.93808 -2.09808
C -4.78660 -1.86789 2.03084
Cl -3.55516 -3.11780 2.21722
Cl -5.25761 -1.22410 3.61688
Cl -4.23599 -0.59480 0.94647
H -5.66042 -2.32539 1.58674
C -5.32736 3.53002 2.64184
Cl -5.68354 1.84008 2.99760
Cl -3.87167 4.05215 3.49029
Cl -5.14841 3.75931 0.90075
H -6.15567 4.13634 2.98655
C -5.27733 2.43937 -3.22656
Cl -6.77407 2.86209 -4.06836
Cl -4.69800 3.79810 -2.26184
Cl -5.50850 1.01484 -2.21477
H -4.52537 2.20906 -3.96972
C 4.82529 -3.84315 -2.10340
Cl 5.88883 -3.11545 -0.89158
Cl 5.26022 -5.54119 -2.37179
Cl 3.14349 -3.68221 -1.63636
H 4.96784 -3.31135 -3.03542
C -4.31298 7.66783 5.55561
Cl -5.59128 6.63531 4.91505
Cl -4.97056 8.85982 6.68286
Cl -3.06202 6.70024 6.33071
H -3.86377 8.19958 4.72685
C 3.87803 -0.87244 1.74406
Cl 2.92410 -2.30158 1.37722
Cl 2.88224 0.35336 2.53903
Cl 5.27754 -1.29191 2.75079
H 4.24296 -0.46226 0.81003
C 5.68608 2.96458 -1.17328
Cl 4.79939 2.04546 0.02918
Cl 5.48087 4.70395 -0.92091
Cl 7.40324 2.53524 -1.16350
H 5.28266 2.71612 -2.14746
C -2.56008 -4.25209 5.62551
Cl -1.42381 -3.34261 6.61817
Cl -1.84940 -5.77525 5.08433
Cl -4.06789 -4.54371 6.50169
H -2.79076 -3.65769 4.75194
C -0.76013 0.88548 5.13920
Cl 0.61640 1.68686 4.38008
Cl -1.84577 0.22044 3.92028
Cl -0.22118 -0.37646 6.25370
H -1.30186 1.62585 5.71249
C 0.25777 8.81165 4.50413
Cl 1.48965 8.90808 5.76399
Cl 0.16576 7.18236 3.83897
Cl -1.31462 9.31811 5.13373
H 0.53550 9.48859 3.70730
C 1.94623 -1.80597 -5.80065
Cl 3.43945 -2.61169 -5.29243
Cl 1.17064 -1.03303 -4.43695
Cl 2.28335 -0.64862 -7.10190
H 1.27596 -2.56305 -6.18929
C 5.18300 -5.35174 -8.00726
Cl 4.99514 -7.10807 -8.00028
Cl 3.73084 -4.57434 -8.65138
Cl 5.54456 -4.75522 -6.39121
H 6.01205 -5.10163 -8.65572
C 1.34332 -5.95871 -6.01720
Cl 1.17318 -7.71924 -6.01651
Cl -0.10003 -5.19542 -6.69862
Cl 1.66790 -5.35216 -4.40022
H 2.18411 -5.70416 -6.64966
```

- Molecular weight: 1638.9 g mol⁻¹
- Charge: -1
- Kohn-Sham gap: 6.19 eV
- Electronic energy: -517661.7132 eV

Atomic partial charges in e from the Mulliken method, atoms 1 to 6: atom 1 (N): -0.10, atom 2 (B): 0.52, atom 3 (N): -0.46, atom 4 (C): 0.30, atom 5 (S): -0.40, atom 6 (H): 0.01

No. 2
Density functional theory data (wB97M-V/def2-TZVPD) for a structure of composition C5H10O in a non-equilibrium geometry.

XYZ file:
```
16
C5H10O (wB97M-V/def2-TZVPD)
O 0.04067 1.88798 1.18021
C -0.05489 1.62126 -0.13104
C -0.02057 0.33996 -0.68139
C 1.24865 -0.60653 -0.28749
C 0.44175 -1.84605 -0.01106
C -0.71195 -0.85318 0.07258
H 0.09858 1.04715 1.66260
H -2.65023 1.02872 -0.45923
H -0.18478 2.52539 -0.71661
H -0.19637 0.35624 -1.75941
H 1.75285 -0.20629 0.59408
H 1.92745 -0.60443 -1.14571
H 0.37297 -2.53758 -0.85778
H 0.71213 -2.39646 0.89256
H -0.97520 -0.58135 1.10670
H -2.52692 0.28216 -0.39785
```

- Molecular weight: 86.1 g mol⁻¹
- Kohn-Sham gap (spin up / spin down): 8.31 / 6.97 eV
- Electronic energy: -7389.1128 eV

Atomic partial charges in e from the Mulliken method, atoms 1 to 6: atom 1 (O): -0.51, atom 2 (C): -0.42, atom 3 (C): -0.13, atom 4 (C): -0.53, atom 5 (C): -0.33, atom 6 (C): -0.63

- Number 2 is which compound?
  C5H10O

- Look up the electronic energy of the first one.
  -517661.7132 eV

- Which of these has the lowest molecular weight?
  C5H10O